Record 1
Formula: C20H24N4O5S
Source: the OMol25 dataset
Level of theory: ωB97M-V with the def2-TZVPD basis set

Cartesian coordinates (Å):
C -1.3068 -3.3907 -2.1875
C -1.6317 -3.4707 -0.7020
H -2.7056 -3.3593 -0.5431
H -1.3350 -4.4441 -0.3099
C -0.9046 -2.3982 0.1131
N -1.2746 -1.0712 -0.3000
C -0.5988 -0.2383 -1.1183
N -1.2328 0.9022 -1.3507
C -2.3791 0.8012 -0.6469
C -2.4487 -0.4145 0.0166
C -3.5441 -0.7689 0.8604
O -3.6793 -1.7973 1.4978
N -4.5020 0.2532 0.8916
C -4.4670 1.4742 0.2360
O -5.3659 2.2777 0.3558
N -3.3611 1.7345 -0.5493
C -3.2545 2.9853 -1.2675
H -4.1391 3.5757 -1.0379
H -3.1962 2.7916 -2.3384
H -2.3541 3.5147 -0.9557
C -5.6850 0.0341 1.7083
H -6.5779 0.0860 1.0863
H -5.7517 0.8032 2.4773
H -5.5924 -0.9501 2.1613
S 0.9604 -0.6329 -1.7655
C 1.5345 1.0362 -2.2114
C 2.9249 1.2990 -1.6763
O 3.7695 1.7775 -2.3993
C 3.2325 0.8979 -0.2844
C 4.5435 0.4726 -0.0620
C 4.9638 0.0517 1.1890
C 4.0447 0.0736 2.2388
C 2.7564 0.5223 2.0416
C 2.3244 0.9439 0.7860
O 1.0752 1.4328 0.5456
C 0.2092 1.6467 1.6340
H -0.6744 2.1254 1.2140
H 0.6583 2.3086 2.3800
H -0.0857 0.7048 2.1085
H 2.0819 0.5354 2.8823
H 4.3652 -0.2595 3.2129
O 6.2127 -0.3900 1.4895
C 7.1779 -0.4119 0.4633
H 6.8851 -1.0862 -0.3475
H 8.0908 -0.7808 0.9276
H 7.3549 0.5888 0.0581
H 5.2060 0.4805 -0.9128
H 0.8039 1.7231 -1.7854
H 1.5456 1.1257 -3.2981
H 0.1781 -2.4928 -0.0105
H -1.1726 -2.5076 1.1672
H -1.7995 -4.1976 -2.7234
H -1.6456 -2.4474 -2.6105
H -0.2338 -3.4699 -2.3485

Summary:
- energy above the lowest of the compared OMol25 structures with the same formula, charge and spin (kJ/mol) = 14.58
- HOMO-LUMO gap (eV) = 8.2
- SMILES string = CCCn1c(SCC(=O)c2cc(OC)ccc2OC)nc2c1c(=O)n(C)c(=O)n2C
- electronic energy (hartree) = -1769.9873

***

Record 2
Formula: C20H24N7OReS
Source: the OMol25 dataset
Level of theory: ωB97M-V with the def2-TZVPD basis set

Cartesian coordinates (Å):
Re 0.3643 0.3474 1.0397
C 4.5115 -0.8284 1.0740
C 3.2155 -0.1306 0.9539
N 2.0587 -0.7353 1.0790
N 1.9728 -2.0873 1.3269
C 0.7291 -2.4001 1.5833
O -0.2188 -1.4125 1.6174
C 0.3094 -3.7599 1.7962
C 1.2470 -4.8002 1.7910
C 0.8201 -6.0947 1.9946
C -0.5306 -6.3578 2.2056
C -1.4648 -5.3303 2.2163
C -1.0489 -4.0302 2.0164
C 3.1027 1.3187 0.6864
C 4.1903 2.1295 0.4829
C 3.9873 3.4882 0.2280
C 2.6998 3.9866 0.1864
C 1.6391 3.1251 0.4109
N 1.8303 1.8211 0.6567
H 4.3678 -1.8890 1.2470
H 5.0827 -0.3989 1.9031
H 5.0987 -0.6820 0.1631
H 2.2955 -4.5893 1.6343
H 1.5360 -6.9048 1.9966
H -0.8558 -7.3773 2.3672
H -2.5097 -5.5488 2.3875
H -1.7673 -3.2226 2.0333
H 5.1889 1.7167 0.5243
H 4.8356 4.1417 0.0691
H 2.5046 5.0324 -0.0063
H 0.6155 3.4713 0.4203
C -2.6795 0.7217 -5.3466
C -2.5118 1.1165 -3.9194
C -3.3056 2.0165 -3.2470
C -3.0565 2.2709 -1.9068
N -2.0493 1.6510 -1.2344
C -1.3009 0.8024 -1.8902
S 0.0323 -0.1408 -1.2223
N -1.5148 0.5396 -3.2031
C -3.9077 3.2143 -1.1275
H -2.9417 1.5934 -5.9441
H -3.5057 0.0087 -5.4180
H -1.7850 0.2593 -5.7617
H -4.1122 2.5141 -3.7670
H -0.9081 -0.1223 -3.6786
H -4.3383 3.9842 -1.7643
H -3.3347 3.6870 -0.3321
H -4.7379 2.6597 -0.6793
N -1.1596 2.4898 2.2427
N -1.5307 1.2048 1.6620
H -1.0585 2.3608 3.2466
H -1.9261 3.1464 2.1108
H -2.0686 1.3752 0.7981
H -2.1066 0.6479 2.2968

Summary:
- 2S+1 = 4
- energy above the lowest of the compared OMol25 structures with the same formula, charge and spin (kJ/mol) = 0.00
- total charge = +3
- HOMO-LUMO gap (alpha / beta) (eV) = 5.3 / 4.9
- electronic energy (hartree) = -1710.5737
- <S²> = 3.784

***

Record 3
Formula: C20H24O6PtSSi
Source: the OMol25 dataset
Level of theory: ωB97M-V with the def2-TZVPD basis set

Cartesian coordinates (Å):
Pt 0.0580 -1.3533 1.2591
O 1.4947 -2.6369 5.1332
C 0.6337 -2.4972 4.1204
O 0.7442 -3.0833 3.0724
C -0.5412 -1.6294 4.5110
O -1.1332 -0.9543 3.4175
C -0.9357 0.4670 3.5197
C 0.5276 0.8752 3.2833
O 0.8579 2.0190 3.5733
O 1.2448 -0.0360 2.7422
H 2.1791 -3.2558 4.8399
H -1.2803 -2.3032 4.9524
H -0.2205 -0.9289 5.2813
H -1.5550 0.9243 2.7471
H -1.2787 0.8283 4.4900
C -1.8277 -2.8598 -4.0186
C -2.6990 -3.1376 -2.9752
C -2.6196 -2.4127 -1.7930
C -1.6684 -1.4061 -1.6249
C -0.8054 -1.1403 -2.6902
C -0.8793 -1.8537 -3.8759
Si -1.5516 -0.4554 -0.0119
C -1.3714 1.3739 -0.4070
C -0.4042 2.1935 0.1764
C -0.3046 3.5396 -0.1547
C -1.1724 4.0889 -1.0865
C -2.1486 3.2926 -1.6749
C -2.2459 1.9519 -1.3349
H -1.8897 -3.4204 -4.9431
H -3.4428 -3.9177 -3.0828
H -3.3098 -2.6392 -0.9862
H -0.0711 -0.3472 -2.5917
H -0.2065 -1.6249 -4.6947
H -2.8413 -0.6940 0.7040
H 0.2694 1.7960 0.9278
H 0.4428 4.1553 0.3316
H -1.0975 5.1370 -1.3483
H -2.8340 3.7192 -2.3970
H -3.0107 1.3434 -1.8094
O 1.5535 -1.7871 -0.2503
S 2.8654 -1.0777 -0.5465
C 2.8192 0.5510 0.2550
C 3.0996 1.5864 -0.8218
C 2.3023 1.1174 -2.0343
C 2.6748 -0.3516 -2.2080
H 3.4788 0.5558 1.1191
H 1.7937 0.6218 0.6253
H 4.1661 1.6225 -1.0627
H 2.8069 2.5787 -0.4766
H 2.5234 1.6898 -2.9356
H 1.2340 1.2217 -1.8245
H 3.6376 -0.4687 -2.7097
H 1.9386 -0.9775 -2.7111

Summary:
- energy above the lowest of the compared OMol25 structures with the same formula, charge and spin (kJ/mol) = 82.02
- HOMO-LUMO gap (alpha / beta) (eV) = 7.2 / 7.1
- electronic energy (hartree) = -2034.9120